# 1
ORCA calculation (ωB97M-V/def2-TZVPD) on a 2-piece molecular cluster, C4H7NO2S overall in a non-equilibrium geometry.

Calculated values
HOMO (spin up / spin down) = -3.4 / -2.9 eV
total charge = -1
DFT total energy = -20681.4300 eV
energy above the lowest of the compared OMol25 structures with the same formula, charge and spin = 84.81 kJ/mol
spin multiplicity = 2
lowest unoccupied orbital energy (spin up / spin down) = 0.128 / 0.128 Eh

Positions of all 15 atoms, in Å:
O  -1.214  -1.434  -0.972
C  -0.772  -0.709  -0.078
N  -1.545  -0.357  1.128
C  -1.206  0.663  2.043
O  -2.023  1.248  2.786
C  0.622  -0.285  -0.259
C  1.185  -0.522  -1.698
S  1.678  2.714  -0.531
H  -2.633  -0.571  1.151
H  -0.123  0.764  2.251
H  0.653  0.877  -0.244
H  1.226  -0.753  0.506
H  2.241  -0.177  -1.831
H  1.237  -1.584  -1.850
H  0.675  0.124  -2.401


# 2
ORCA calculation (ωB97M-V/def2-TZVPD) on an isolated ion of composition C4H7NO2S and charge -2 in a non-equilibrium geometry.

Calculated values
HOMO = 0.6 eV
total charge = -2
DFT total energy = -20681.6734 eV
energy above the lowest of the compared OMol25 structures with the same formula, charge and spin = 67.01 kJ/mol
lowest unoccupied orbital energy = 0.225 Eh
SMILES = C[C@H](C[S-])NC(=O)[O-]

Positions of all 15 atoms, in Å:
C  0.706  -1.208  0.358
C  0.210  -0.181  -0.645
C  1.072  1.084  -0.548
S  2.803  0.913  -0.933
N  -1.244  0.058  -0.426
C  -1.797  0.505  0.838
O  -1.169  1.307  1.554
O  -2.954  0.037  1.073
H  1.780  -1.422  0.344
H  0.169  -2.165  0.276
H  0.551  -0.944  1.411
H  0.147  -0.594  -1.661
H  0.652  1.738  -1.337
H  0.909  1.582  0.400
H  -1.835  -0.710  -0.704


# 3
ORCA calculation (ωB97M-V/def2-TZVPD) on C4H7NO2S as an isolated structure in a non-equilibrium geometry.

Calculated values
HOMO = 0.4 eV
total charge = -2
DFT total energy = -20676.7735 eV
energy above the lowest of the compared OMol25 structures with the same formula, charge and spin = 539.78 kJ/mol
lowest unoccupied orbital energy = 0.225 Eh

Positions of all 15 atoms, in Å:
O  -0.668  -0.978  -2.213
C  -0.588  -0.543  -0.959
N  -1.730  0.133  -0.303
C  -1.673  0.578  1.256
O  -1.342  -0.308  2.232
C  0.643  -0.692  -0.076
C  1.790  0.100  -0.571
S  3.334  0.297  0.324
H  -0.871  0.677  -0.881
H  -1.064  1.529  1.358
H  -2.748  0.808  1.262
H  0.952  -1.834  0.005
H  0.459  -0.294  1.011
H  1.445  1.038  -0.941
H  2.062  -0.510  -1.504


# 4
ORCA calculation (ωB97M-V/def2-TZVPD) on one molecule with the formula C4H7NO2S in a non-equilibrium geometry.

Calculated values
HOMO = -8.6 eV
DFT total energy = -20677.4628 eV
energy above the lowest of the compared OMol25 structures with the same formula, charge and spin = 508.82 kJ/mol
lowest unoccupied orbital energy = 0.019 Eh
SMILES = CO/C(C)=N/SC=O

Positions of all 15 atoms, in Å:
C  -2.917  -0.579  0.750
C  -0.816  0.236  -0.493
C  -0.329  1.516  -1.174
C  2.186  0.187  0.592
H  -3.482  -1.228  -0.179
H  -3.872  0.080  1.207
H  -2.254  -1.541  1.293
H  -1.076  1.886  -1.895
H  -0.067  2.069  -0.145
H  0.830  1.332  -1.473
H  3.367  0.375  0.353
N  -0.164  -0.810  -0.404
O  -2.032  0.397  0.190
O  1.608  0.886  1.461
S  1.397  -0.982  -0.474


# 5
ORCA calculation (ωB97M-V/def2-TZVPD) on one molecule with the formula C4H7NO2S in a non-equilibrium geometry.

Calculated values
HOMO = -8.7 eV
DFT total energy = -20675.5750 eV
energy above the lowest of the compared OMol25 structures with the same formula, charge and spin = 690.97 kJ/mol
lowest unoccupied orbital energy = 0.023 Eh
SMILES = S/N=C\OC1COC1

Positions of all 15 atoms, in Å:
C  1.390  0.655  -0.210
C  0.183  -0.491  1.304
C  -1.306  0.194  1.900
C  -0.635  -1.790  1.386
H  1.014  0.737  -3.781
H  1.804  0.997  0.613
H  1.078  -0.164  1.897
H  -1.722  1.033  1.081
H  -1.306  0.913  2.774
H  -0.062  -2.702  1.869
H  -0.854  -2.209  0.381
N  1.652  1.095  -1.323
O  0.321  -0.100  -0.141
O  -1.730  -1.099  2.126
S  0.122  0.745  -2.358


# 6
ORCA calculation (ωB97M-V/def2-TZVPD) on one molecule with the formula C4H7NO2S in a non-equilibrium geometry.

Calculated values
HOMO = -9.4 eV
DFT total energy = -20675.8559 eV
energy above the lowest of the compared OMol25 structures with the same formula, charge and spin = 663.87 kJ/mol
lowest unoccupied orbital energy = 0.026 Eh
SMILES = CO[C@H]1C=NOCS1

Positions of all 15 atoms, in Å:
C  -2.057  -0.264  -0.755
C  -0.359  0.545  0.713
C  2.064  0.774  0.026
C  0.055  -0.844  0.431
H  -1.550  0.174  -1.783
H  -3.094  -0.343  -0.732
H  -1.800  -1.332  -0.986
H  -0.314  0.515  1.941
H  2.269  0.521  1.123
H  2.914  1.387  -0.564
H  -0.489  -1.720  0.771
N  1.204  -1.322  -0.005
O  -1.672  0.612  0.442
O  2.341  -0.541  -0.403
S  0.488  1.836  -0.220


# 7
ORCA calculation (ωB97M-V/def2-TZVPD) on one molecule with the formula C4H7NO2S in a non-equilibrium geometry.

Calculated values
HOMO (spin up / spin down) = -6.8 / -10.0 eV
DFT total energy = -20678.0210 eV
energy above the lowest of the compared OMol25 structures with the same formula, charge and spin = 81.30 kJ/mol
spin multiplicity = 3
lowest unoccupied orbital energy (spin up / spin down) = 0.026 / -0.049 Eh

Positions of all 15 atoms, in Å:
C  0.479  1.546  0.195
C  -0.078  -0.808  0.069
C  1.014  -1.059  1.084
C  -1.761  0.831  -0.647
N  -0.459  0.642  -0.006
O  0.629  2.679  0.055
O  2.566  -0.882  -1.130
S  2.448  -0.320  0.267
H  0.357  -0.963  -0.963
H  -0.940  -1.467  0.208
H  0.978  -0.506  2.041
H  1.200  -2.166  1.205
H  -2.624  0.322  -0.095
H  -1.927  1.905  -0.676
H  -1.883  0.245  -1.609


# 8
ORCA calculation (ωB97M-V/def2-TZVPD) on one molecule with the formula C4H7NO2S2 in a non-equilibrium geometry.

Calculated values
HOMO = -9.1 eV
DFT total energy = -31513.0494 eV
energy above the lowest of the compared OMol25 structures with the same formula, charge and spin = 325.69 kJ/mol
lowest unoccupied orbital energy = -0.025 Eh
SMILES = CC(C)(C(=S)S)[N+](=O)[O-]

Positions of all 16 atoms, in Å:
C  -1.039  0.579  -0.612
C  -0.087  -0.095  1.623
C  1.413  0.780  -0.395
C  0.173  0.049  0.075
N  0.402  -1.448  -0.562
O  0.770  -2.169  0.353
O  0.303  -1.718  -1.712
S  -1.147  2.020  -1.270
S  -2.421  -0.536  -0.450
H  0.372  -1.085  1.920
H  -1.205  -0.169  1.917
H  0.471  0.729  2.116
H  2.265  0.283  -0.093
H  1.506  1.816  -0.060
H  1.507  0.960  -1.532
H  -3.283  0.003  -1.318


# 9
ORCA calculation (ωB97M-V/def2-TZVPD) on one molecule with the formula C4H7NO3 in a non-equilibrium geometry.

Calculated values
HOMO = -9.7 eV
DFT total energy = -11893.3778 eV
energy above the lowest of the compared OMol25 structures with the same formula, charge and spin = 183.29 kJ/mol
lowest unoccupied orbital energy = 0.018 Eh
SMILES = CC(=O)NCC(=O)O

Positions of all 15 atoms, in Å:
C  1.510  -1.180  -0.172
C  1.418  0.252  -0.493
N  0.127  0.862  -1.031
C  -1.103  0.276  -0.555
C  -1.176  0.413  0.872
O  -2.467  0.435  1.400
O  -0.229  0.262  1.641
O  2.365  1.004  -0.497
H  0.910  -1.700  -0.905
H  2.583  -1.580  -0.228
H  1.157  -1.519  0.882
H  0.246  1.841  -1.177
H  -1.917  0.487  -1.218
H  -1.076  -0.847  -0.813
H  -2.348  0.993  2.294